{
  "formula": "C37H76O13",
  "method": "ωB97M-V/def2-TZVPD",
  "symbols": ["C", "C", "O", "C", "H", "H", "H", "H", "H", "H", "C", "C", "O", "C", "H", "H", "H", "H", "H", "H", "C", "C", "O", "C", "H", "H", "H", "H", "H", "H", "C", "C", "O", "C", "H", "H", "H", "H", "H", "H", "C", "C", "O", "C", "H", "H", "H", "H", "H", "H", "C", "C", "O", "C", "H", "H", "H", "H", "H", "H", "C", "C", "O", "C", "H", "H", "H", "H", "H", "H", "C", "C", "O", "C", "H", "H", "H", "H", "H", "H", "C", "C", "O", "C", "H", "H", "H", "H", "H", "H", "C", "C", "O", "C", "H", "H", "H", "H", "H", "H", "C", "C", "O", "C", "H", "H", "H", "H", "H", "H", "C", "C", "O", "C", "H", "H", "H", "H", "H", "H", "C", "O", "H", "H", "H", "H"],
  "coordinates": [[-2.7725, -2.3262, -4.7848], [-4.0893, -2.1324, -4.0707], [-4.5164, -1.0043, -3.7803], [-4.8714, -3.3501, -3.7378], [-3.0211, -2.7465, -5.7593], [-1.9645, -2.8844, -4.3119], [-2.3594, -1.3192, -4.8437], [-5.5614, -3.0033, -2.9685], [-4.2353, -4.1767, -3.4214], [-5.4962, -3.6680, -4.5725], [-7.2220, -0.0598, 0.7393], [-8.5596, 0.0244, 0.0159], [-9.3097, -0.9583, 0.0732], [-8.8944, 1.2715, -0.7726], [-6.9070, -1.0849, 0.9339], [-7.1999, 0.5090, 1.6688], [-6.3926, 0.3385, 0.1550], [-8.0908, 1.5484, -1.4550], [-9.1696, 2.0990, -0.1186], [-9.7334, 1.0273, -1.4241], [-3.4597, 3.6609, 5.0094], [-2.4953, 4.8334, 5.0761], [-1.9310, 5.1983, 6.1187], [-2.1838, 5.4692, 3.7496], [-3.6461, 3.2043, 5.9815], [-3.1092, 2.9802, 4.2336], [-4.4270, 4.0422, 4.6823], [-1.5301, 4.9030, 3.0861], [-1.7519, 6.4461, 3.9668], [-3.0626, 5.7136, 3.1529], [-2.9257, -5.0543, 1.8457], [-1.7518, -5.9996, 2.1551], [-1.1673, -6.5382, 1.2605], [-1.3045, -6.0872, 3.5420], [-2.7946, -4.0701, 2.2954], [-3.8169, -5.5129, 2.2742], [-3.0693, -4.9414, 0.7711], [-1.8230, -6.9064, 4.0403], [-1.6153, -5.1506, 4.0048], [-0.2210, -6.1351, 3.6507], [3.0114, -5.8530, -4.8432], [1.5503, -6.1461, -5.1208], [1.1839, -6.1051, -6.2864], [0.6123, -6.4489, -4.0135], [3.1160, -4.9914, -4.1839], [3.5656, -5.6166, -5.7515], [3.4679, -6.7640, -4.4560], [0.6856, -5.6775, -3.2469], [0.9135, -7.3970, -3.5680], [-0.3816, -6.5861, -4.4396], [5.3800, 3.9057, -3.3980], [6.1633, 2.6041, -3.2395], [7.2773, 2.5281, -3.7445], [5.5553, 1.4959, -2.4228], [4.6687, 4.0860, -2.5919], [4.7216, 3.9022, -4.2667], [5.9631, 4.8223, -3.4874], [4.8452, 0.9220, -3.0181], [5.1528, 1.7169, -1.4342], [6.3673, 0.7872, -2.2600], [2.8780, 8.5689, 1.8260], [2.8462, 8.2972, 0.3210], [3.7283, 8.6303, -0.4552], [1.6444, 7.5320, -0.2250], [1.8993, 8.7352, 2.2762], [3.5058, 9.4525, 1.9411], [3.2178, 7.7253, 2.4267], [2.0158, 7.2553, -1.2117], [0.7165, 8.0898, -0.3510], [1.4997, 6.6032, 0.3268], [6.8874, -4.6473, 2.1692], [6.0353, -4.8244, 0.9318], [6.3415, -4.4396, -0.1983], [4.6326, -5.4614, 1.0583], [6.5592, -4.1296, 3.0705], [7.7573, -4.1340, 1.7593], [7.2931, -5.6137, 2.4685], [4.0668, -4.8162, 1.7304], [4.5867, -6.4853, 1.4292], [4.0671, -5.3899, 0.1292], [0.5056, 1.2603, -0.9450], [0.1758, 0.1954, 0.0597], [-0.8001, 0.2715, 0.8335], [0.9888, -1.1195, -0.0155], [1.1723, 1.9834, -0.4753], [-0.3777, 1.8531, -1.1827], [1.0049, 0.8903, -1.8405], [0.6593, -1.7320, -0.8547], [0.7608, -1.7958, 0.8084], [2.0305, -0.8638, -0.2092], [-2.8896, -1.6359, 7.2146], [-4.1991, -2.2769, 7.5604], [-4.6034, -3.1741, 6.8524], [-4.9054, -1.8542, 8.8860], [-3.0312, -1.2412, 6.2086], [-2.1043, -2.3919, 7.2231], [-2.6490, -0.8007, 7.8724], [-4.2662, -1.7416, 9.7617], [-5.7073, -2.5573, 9.1114], [-5.2308, -0.8406, 8.6520], [2.2722, -1.2562, -9.1173], [3.1090, -0.4771, -8.0922], [2.5994, -0.1131, -7.0219], [4.5816, -0.1249, -8.4089], [2.2959, -0.7348, -10.0741], [1.2358, -1.3002, -8.7825], [2.7056, -2.2541, -9.1846], [4.5909, 0.9041, -8.7683], [5.0366, -0.6472, -9.2505], [5.2161, -0.2399, -7.5301], [5.1183, 3.6024, 4.7205], [3.7631, 3.2301, 4.2357], [3.2842, 3.6339, 3.1969], [2.9983, 2.2310, 5.0592], [5.1583, 3.6729, 5.8075], [5.4519, 4.5996, 4.4333], [5.9053, 2.8931, 4.4642], [2.7736, 1.3689, 4.4311], [2.1346, 2.6492, 5.5761], [3.6145, 1.9365, 5.9087], [-4.4989, 4.6574, -1.9939], [-5.6325, 5.4944, -1.8386], [-4.5609, 4.0243, -2.8790], [-3.5832, 5.2314, -2.1356], [-4.2942, 4.0675, -1.1005], [-5.3550, 6.2300, -1.2877]],
  "forces_ev_per_a": [[0.06, 1.32, 0.07], [-0.07, 1.68, 0.66], [0.92, -2.08, -0.67], [-0.71, 0.20, 0.45], [0.37, 0.01, -0.13], [-0.59, -0.59, 0.27], [0.00, 0.02, -0.65], [-0.03, -0.51, 0.21], [-0.12, 0.03, 0.03], [0.18, -0.05, -0.22], [0.64, 0.12, -0.30], [-0.42, -2.06, 0.47], [1.00, 1.99, -0.31], [-0.40, -0.63, -0.44], [-0.58, -0.07, 0.18], [-0.29, 0.00, 0.09], [-0.17, 0.36, -0.31], [0.28, 0.17, 0.38], [0.19, 0.04, -0.01], [-0.21, 0.08, 0.24], [-0.16, 0.72, 0.31], [1.11, -0.34, 1.67], [-1.34, -0.67, -2.10], [-0.11, 1.35, -0.12], [0.44, -0.15, -0.13], [-0.04, -0.23, 0.19], [-0.07, 0.07, -0.24], [0.12, -0.24, 0.35], [0.42, -0.13, -0.07], [-0.35, -0.39, 0.13], [0.11, -0.62, 0.12], [-0.47, 1.51, -1.34], [0.49, -0.83, -0.91], [-0.08, 0.72, 1.42], [0.05, -0.08, 0.12], [-0.22, 0.17, 0.07], [0.13, -0.16, 0.09], [0.19, -0.05, 0.17], [-0.08, -0.13, 0.47], [-0.12, -0.48, -0.22], [0.00, -0.15, -0.04], [0.66, 0.71, -2.15], [-0.23, -0.21, 0.79], [-0.01, -0.41, 0.06], [0.09, -0.29, 0.41], [-0.43, -0.02, -0.16], [0.12, 0.18, 0.55], [-0.26, -0.05, 0.06], [0.04, -0.03, 0.23], [0.00, 0.28, 0.26], [-0.83, 0.26, 0.22], [0.99, 1.62, -0.41], [-1.35, -0.42, 0.64], [0.93, -1.17, -0.16], [0.11, -0.26, 0.34], [0.16, -0.40, -0.34], [0.50, -0.42, -0.03], [-0.39, 0.29, -0.01], [-0.22, 0.55, -0.32], [0.09, -0.06, 0.07], [0.10, 0.43, -0.40], [-0.29, -0.14, -0.20], [-0.69, -0.09, 1.29], [1.06, -0.36, -0.70], [-0.26, 0.32, -0.49], [0.09, -0.19, 0.45], [0.59, -0.13, -0.38], [-0.44, -0.13, -0.20], [0.12, 0.12, 0.39], [-0.27, 0.14, 0.25], [1.51, -0.04, -1.03], [-1.97, -0.02, -1.78], [0.45, -0.37, 2.16], [0.07, 0.66, 0.20], [-0.67, -0.05, -0.40], [0.15, 0.29, 0.34], [-0.30, -0.26, 0.11], [-0.02, -0.13, 0.48], [0.26, 0.08, 0.15], [0.50, -0.17, -0.22], [0.02, 0.61, 0.32], [-2.41, -1.61, 1.13], [2.42, 0.21, -1.65], [-0.60, 0.68, -0.15], [0.31, -0.03, 0.12], [-0.11, -0.30, -0.12], [-0.14, -0.11, 0.07], [-0.14, 0.43, -0.54], [0.50, 0.52, 0.44], [0.15, -0.39, 0.39], [-0.30, 0.84, -0.08], [0.18, -1.29, 1.33], [-0.41, 0.51, 0.37], [0.36, -0.16, -1.32], [0.38, -0.06, -0.14], [-0.05, 0.09, -0.05], [0.16, -0.11, 0.04], [0.39, -0.23, -0.27], [-0.12, 0.35, -0.15], [-0.60, 0.06, 0.25], [0.43, 0.71, 0.72], [-0.76, 0.50, 1.55], [1.19, -0.69, -2.06], [-0.63, -0.12, -0.33], [0.22, -0.23, -0.16], [0.17, -0.10, 0.10], [-0.09, -0.04, -0.31], [-0.04, 0.29, 0.42], [-0.30, -0.52, 0.10], [-0.20, 0.19, 0.00], [0.97, 1.06, 0.94], [-0.80, -0.16, -0.73], [0.36, 0.22, 0.18], [0.66, -0.20, 0.99], [-0.29, -0.35, 0.19], [-0.20, -0.12, -0.68], [-0.22, -0.20, -0.29], [-0.34, 0.10, 0.18], [-0.36, 0.13, -0.68], [0.19, -0.46, -0.14], [0.83, 0.18, 0.13], [0.09, -0.19, -0.19], [-0.53, -0.02, 0.19], [0.07, 0.34, -0.15], [-0.32, -0.37, 0.02], [-0.15, 0.05, 0.01]],
  "e_lumo_ev": -0.107,
  "orbital_gap_ha": 0.3460,
  "e_homo_ha": -0.3499,
  "fmax_ev_per_a": 3.11
}